C21H33N3O4 in the gas phase, computed with wB97M-V/def2-TZVPD.

XYZ file:
```
61
Properties=species:S:1:pos:R:3:forces:R:3:lowdin_charge:R:1
C 0.101579 8.156552 -0.461998 -0.14 -0.39 -0.10 -0.0647
C -0.832281 7.133355 -1.094199 0.05 0.47 -0.23 -0.2258
H -0.766678 7.191672 -2.185649 -0.11 -0.01 0.18 0.1196
H -1.864702 7.291720 -0.774220 0.11 -0.04 -0.07 0.1212
O -0.520787 5.807112 -0.680701 0.11 -0.30 0.07 -0.0145
C 0.498000 5.208396 -1.349514 -0.10 0.02 0.13 -0.5440
O 1.089990 5.719111 -2.275408 0.11 0.28 -0.27 0.0831
N 0.774645 3.981694 -0.869742 -0.04 -0.02 0.06 -0.0262
C 0.055108 3.350448 0.217511 -0.32 -0.05 0.40 -0.1326
H -0.729638 2.692629 -0.168099 0.06 0.14 0.10 0.1167
C 1.016389 2.530103 1.072398 -0.12 0.09 -0.14 -0.0933
H 1.738068 3.202641 1.539303 -0.01 0.04 0.05 0.1179
H 0.447011 2.040526 1.861453 0.05 0.02 0.04 0.1206
C 1.771983 1.463650 0.247886 -0.31 0.11 -0.18 -0.2637
N 1.408223 0.099177 0.621245 0.04 -0.03 0.08 -0.0260
C 0.126946 -0.343568 0.380312 0.47 -0.08 0.17 -0.4748
O -0.756512 0.421671 0.041055 -0.37 0.24 -0.09 0.0588
N -0.065794 -1.690033 0.556016 0.40 -0.22 0.09 0.1592
C -1.272461 -2.389575 0.475273 -0.38 -0.11 -0.05 -0.2128
C -2.522597 -1.780311 0.440640 0.05 0.23 -0.01 -0.0042
C -3.665454 -2.555951 0.389118 0.09 -0.23 0.02 -0.0327
C -3.603703 -3.942760 0.376799 -0.12 -0.06 0.14 -0.2626
C -2.351456 -4.543413 0.410149 -0.07 0.09 0.02 -0.0423
C -1.201583 -3.782014 0.459929 0.06 0.11 -0.02 -0.0169
H -0.232633 -4.260285 0.486121 0.12 -0.05 -0.01 0.0960
H -2.276281 -5.622036 0.399830 0.01 -0.11 0.01 0.1123
C -4.853411 -4.770784 0.278386 0.03 0.01 -0.25 -0.2204
C -5.221307 -5.017058 -1.186171 -0.09 -0.06 0.20 -0.0985
H -5.385135 -4.071238 -1.697503 -0.01 0.07 -0.09 0.0734
H -6.128152 -5.613621 -1.257997 -0.09 -0.06 -0.09 0.0660
H -4.416730 -5.544252 -1.694182 0.06 -0.04 -0.09 0.0725
H -4.702828 -5.730536 0.777646 -0.05 0.04 0.07 0.1063
H -5.678582 -4.254751 0.773667 0.01 -0.06 0.07 0.1072
H -4.629506 -2.068020 0.363124 -0.11 0.06 0.01 0.1146
H -2.592336 -0.706102 0.446110 0.00 0.02 0.00 0.0993
H 0.736647 -2.296390 0.652545 0.00 0.09 0.04 0.0956
C 2.453168 -0.767039 1.113022 0.09 -0.29 -0.13 -0.1519
H 2.036045 -1.438943 1.868187 0.08 0.08 -0.01 0.1249
H 3.200670 -0.149445 1.616740 -0.10 -0.07 0.01 0.1278
C 3.123865 -1.598733 -0.000199 0.01 -0.33 0.38 -0.1359
C 3.546625 -2.969727 0.513988 0.21 0.19 -0.21 -0.2351
O 2.385408 -3.671510 0.908665 -0.14 0.29 -0.13 -0.2335
C 2.656353 -4.946346 1.433331 0.03 -0.13 0.07 -0.0981
H 3.136341 -5.588096 0.685275 -0.03 0.01 0.03 0.0934
H 1.699981 -5.376982 1.723290 0.05 -0.08 0.03 0.0866
H 3.307994 -4.881167 2.312725 -0.03 -0.02 -0.02 0.0930
H 4.228744 -2.865167 1.372015 -0.03 -0.05 -0.05 0.1301
H 4.072728 -3.528969 -0.273857 -0.02 0.03 0.12 0.1280
H 2.414702 -1.739467 -0.817783 0.02 0.01 -0.05 0.1220
H 3.995949 -1.079843 -0.398022 0.01 0.02 -0.08 0.1169
C 1.593602 1.719543 -1.254468 0.14 0.16 0.17 -0.1120
H 2.319815 1.132513 -1.818923 0.00 0.00 -0.03 0.1201
H 0.593314 1.417758 -1.559359 0.02 -0.03 -0.04 0.1166
C 1.795489 3.199019 -1.541484 0.20 0.01 -0.35 -0.1283
H 1.736410 3.406987 -2.613606 0.09 -0.04 0.15 0.1276
H 2.789931 3.516399 -1.197501 0.00 -0.02 -0.11 0.1337
H 2.839285 1.553959 0.472305 -0.10 -0.05 -0.03 0.1404
H -0.408990 4.131964 0.819238 0.03 -0.15 -0.05 0.1264
H 0.075712 8.072010 0.622086 -0.01 0.05 0.10 0.0751
H -0.205038 9.158459 -0.749040 -0.02 0.14 -0.01 0.0747
H 1.117853 7.985061 -0.807760 0.07 0.04 -0.02 0.0732
```
Forces are in eV/Å.

As for the HOMO energy: -7.93 eV. For the energy, the calculation gives -34974.3248 eV. For the energy above the lowest of the compared OMol25 structures with the same formula, charge and spin, the calculation gives 9.5 kcal per mole. The charge is 0.

C21H33N5O3 in the gas phase, computed with wB97M-V/def2-TZVPD.

XYZ file:
```
62
Properties=species:S:1:pos:R:3:forces:R:3:lowdin_charge:R:1
C 0.477284 2.948953 -0.209697 0.00 0.00 0.00 -0.0966
O -0.019569 1.742389 -0.748311 0.00 0.00 0.00 -0.2089
C -0.870623 1.084285 0.159818 0.00 0.00 0.00 -0.1631
C -1.567617 -0.085710 -0.536270 0.00 0.00 -0.01 -0.2147
C -2.077126 -1.085966 0.505367 0.00 0.00 0.00 -0.0707
N -0.963283 -1.788414 1.118755 0.00 0.00 0.00 -0.0370
C -0.669421 -1.575935 2.437744 0.00 0.00 0.00 -0.3910
O -1.415927 -0.925876 3.152254 0.00 0.00 0.00 0.0646
C 0.614234 -2.182757 2.961011 0.00 0.00 0.00 -0.1557
C 1.991359 -1.682325 2.452811 0.00 0.00 0.00 -0.1155
C 2.544225 -1.999911 3.855964 0.00 0.00 0.00 -0.0993
C 1.109155 -1.894668 4.400574 0.00 0.00 0.00 -0.3917
C 0.706060 -0.573765 5.102141 0.00 0.00 0.00 -0.1103
C -0.193697 -1.389931 6.054491 0.00 0.00 0.00 -0.1497
C 0.546702 -2.670423 5.602769 0.00 0.00 0.00 -0.1018
C -0.128226 -2.488844 0.159069 0.00 0.00 0.00 -0.1068
C 0.417504 -1.508607 -0.870606 0.00 0.00 0.00 -0.0926
N -0.683072 -0.771018 -1.474917 -0.09 -0.12 0.02 0.0073
C -0.860573 -0.831532 -2.819935 0.16 0.17 -0.06 -0.4342
O -0.137080 -1.497761 -3.546667 0.00 0.00 0.00 0.0439
C -1.971317 0.014228 -3.447050 -0.13 -0.06 0.16 -0.0085
C -1.823568 1.480785 -3.222585 0.07 0.00 -0.11 -0.3280
N -2.627048 2.222652 -2.508346 0.00 0.00 0.00 0.0667
N -2.134406 3.501871 -2.528604 0.00 0.00 0.00 0.0340
C -1.055295 3.480765 -3.257408 0.00 0.00 0.00 -0.1673
N -0.810921 2.231035 -3.734034 0.00 0.00 0.00 0.0255
C 0.338631 1.772436 -4.522219 0.00 0.00 0.00 -0.3571
C 1.591969 1.736719 -3.658396 0.00 0.00 0.00 -0.0304
C 0.509798 2.635628 -5.763570 0.00 0.00 0.00 -0.0435
H 1.170308 3.370009 -0.936059 0.00 0.00 0.00 0.0791
H -0.335086 3.660907 -0.033542 0.00 0.00 0.00 0.0916
H 1.011444 2.771110 0.731486 0.00 0.00 0.00 0.0909
H -0.292736 0.740202 1.029061 0.00 0.00 0.00 0.1229
H -1.645558 1.766850 0.529235 0.00 0.00 0.00 0.1434
H -2.419121 0.308166 -1.081063 0.00 0.00 0.00 0.1208
H -2.633775 -0.577478 1.288857 0.00 0.00 0.00 0.1297
H -2.734840 -1.811393 0.017347 0.00 0.00 0.00 0.1372
H 0.565035 -3.270584 2.837389 0.00 0.00 0.00 0.1560
H 2.445092 -2.179387 1.596140 0.00 0.00 0.00 0.1007
H 1.967159 -0.606342 2.269102 0.00 0.00 0.00 0.1181
H 2.921718 -3.023557 3.907253 0.00 0.00 0.00 0.1160
H 3.282028 -1.320586 4.282173 0.00 0.00 0.00 0.1086
H 1.573079 -0.158520 5.621612 0.00 0.00 0.00 0.1108
H 0.227515 0.200563 4.509296 0.00 0.00 0.00 0.1011
H -0.151374 -1.141374 7.113786 0.00 0.00 0.00 0.0966
H -1.227297 -1.379648 5.716892 0.00 0.00 0.00 0.0971
H -0.058289 -3.549652 5.375313 0.00 0.00 0.00 0.1075
H 1.340308 -2.959252 6.295054 0.00 0.00 0.00 0.1107
H 0.681328 -3.007140 0.661757 0.00 0.00 0.00 0.1059
H -0.740802 -3.239278 -0.351890 0.00 0.00 0.00 0.1369
H 1.098771 -0.800795 -0.387292 0.00 0.00 0.00 0.1285
H 0.949086 -2.026303 -1.664391 0.00 0.00 0.00 0.1252
H -1.952251 -0.227634 -4.508332 0.00 0.00 0.00 0.1272
H -2.949467 -0.273404 -3.060696 0.00 0.00 0.00 0.1290
H -0.433683 4.334215 -3.472133 0.00 0.00 0.00 0.1265
H 0.100954 0.752999 -4.827180 0.00 0.00 0.00 0.1294
H 2.417209 1.299244 -4.220558 0.00 0.00 0.00 0.0879
H 1.879063 2.748273 -3.360744 0.00 0.00 0.00 0.0803
H 1.422502 1.148007 -2.757604 0.00 0.00 0.00 0.0695
H 1.316113 2.236674 -6.378694 0.00 0.00 0.00 0.0846
H -0.403357 2.655230 -6.358137 0.00 0.00 0.00 0.0861
H 0.770771 3.661574 -5.497589 0.00 0.00 0.00 0.0763
```
Forces are in eV/Å.

As for the HOMO energy: -9.08 eV. For the energy, the calculation gives -35905.1077 eV. For the energy above the lowest of the compared OMol25 structures with the same formula, charge and spin, the calculation gives 0.2 kcal per mole. The charge is 0.